Model A:
25
Properties=species:S:1:pos:R:3 method="wB97M-V/def2-TZVPD" e_homo_ev=-9.46 lumo_ha=0.031 smiles=CO[C@H]1CC[C@@H](OO)[C@H](C)O1
C 2.8428 -1.7866 -1.1864
C 0.7770 -0.8064 -0.7518
C 1.3598 -0.1557 0.5300
C 0.5264 0.9932 1.0947
C -0.9729 0.6925 0.8431
C -1.1543 0.7965 -0.6794
C -2.4927 0.1528 -1.0896
H 3.3963 -1.9997 -2.0878
H 3.5056 -1.1704 -0.5760
H 2.5690 -2.7934 -0.7396
H 0.1144 -1.7747 -0.5134
H 2.3322 0.2188 0.3367
H 1.3784 -0.9264 1.2644
H 0.6712 1.9491 0.5899
H 0.8206 1.1706 2.1407
H -1.4032 -0.2906 1.2283
H -2.7226 1.4536 2.9860
H -1.1571 1.8685 -0.8671
H -3.3307 0.6000 -0.5819
H -2.6075 0.3863 -2.1670
H -2.5046 -0.9855 -0.9309
O 1.7572 -1.0938 -1.6589
O -1.8314 1.7480 1.3924
O -1.7798 1.5934 2.8119
O -0.0941 0.1597 -1.3884


Model B:
25
Properties=species:S:1:pos:R:3 method="wB97M-V/def2-TZVPD" e_homo_ev=-9.37 lumo_ha=-0.027
C -3.0099 -1.2836 -0.5363
C -1.2645 0.2898 0.0823
C -2.6653 0.9042 0.5008
C -0.3725 0.1470 1.2461
C 0.8732 -0.6964 1.0403
C 1.7575 0.3289 0.3160
C 0.8955 1.3563 -0.6290
H -2.7493 -2.2923 -1.1370
H -3.7527 -0.5942 -1.2250
H -3.4220 -1.1947 0.7161
H -2.4152 1.9955 0.3358
H -3.9271 0.6500 0.0261
H -2.8912 0.5580 1.6708
H -0.2080 1.3499 1.5822
H -1.1095 -0.2871 2.0375
H 0.6603 -1.4350 0.2896
H 1.1829 -1.3157 1.9562
H 2.0786 0.9214 1.1124
H 1.3111 1.4754 -1.6299
H 0.9756 2.4763 -0.0629
H 4.0787 -1.6047 -0.9910
O -1.5606 -1.0425 -0.6842
O -0.5446 0.9889 -0.8477
O 2.7190 -0.0040 -0.7191
O 3.4990 -0.8149 0.1508


Structures ranked by computed energy, the most stable listed first: model A, model B.


Model A:
45
Properties=species:S:1:pos:R:3 method="wB97M-V/def2-TZVPD" e_homo_ev=-6.62 lumo_ha=0.104 total_charge=-1
O 0.2699 -1.3328 -2.2418
C 0.3606 -1.5646 -1.0360
N 0.5111 -0.5874 -0.1372
C 0.7277 -0.8233 1.3110
C 1.9397 -0.0083 1.7479
C 1.4811 1.2219 2.5287
O 0.4903 1.9695 1.8571
H 0.1961 -2.5814 -0.6875
H 0.5188 0.3652 -0.4800
H 0.7796 -1.8824 1.5490
H -0.1628 -0.3762 1.7418
H 2.5670 -0.6405 2.3895
H 2.5045 0.2977 0.8662
H 1.2180 1.0489 3.5679
H 2.2660 1.9732 2.6773
H -1.8755 0.1862 2.9208
H -1.6040 0.3253 4.2831
O -1.5445 -0.4166 3.6635
H -2.1063 2.3546 -0.8790
H -1.5578 2.7429 0.4730
O -1.6335 3.0691 -0.4496
H -2.5811 -4.0092 -0.1499
H -2.0357 -2.5826 -0.2000
O -1.8952 -3.4657 -0.5447
H 1.1349 2.8200 0.3103
H 0.7405 3.1262 -1.1211
O 1.3883 2.6260 -0.6085
H -2.6247 0.6685 0.7976
H -3.3093 0.8939 -0.5892
O -3.1731 0.2299 0.0857
H 1.8411 1.9573 -2.5068
H 2.8792 2.7116 -1.9159
O 2.6889 2.3268 -2.7829
H 2.3917 -2.4224 -3.1427
H 1.0099 -2.3911 -3.5768
O 1.7665 -3.0229 -3.5681
H -1.9678 2.1677 2.7379
H -0.5126 1.7186 1.7995
O -2.0210 1.6072 1.9612
H 3.9532 -0.3446 -2.0539
H 3.0968 -0.0350 -3.4052
O 3.6790 -0.6102 -2.9241
H -4.1479 -1.3595 0.9772
H -2.9351 -2.1224 1.5682
O -3.7997 -2.2306 1.1647


Model B:
45
Properties=species:S:1:pos:R:3 method="wB97M-V/def2-TZVPD" e_homo_ev=-6.37 lumo_ha=0.101 total_charge=-1
C -2.6777 -1.1822 2.6893
C -1.3779 -0.5297 2.1237
C -1.6492 -0.1050 0.6209
C -0.2820 0.2620 -0.0610
O 0.2116 1.4309 0.1556
O 0.2936 -0.5480 -0.8058
N -0.2150 -1.4296 2.3525
H -2.5884 -1.0620 3.7333
H -2.7861 -2.1684 2.2273
H -3.6667 -0.6392 2.5265
H -1.1489 0.3685 2.7312
H -1.9946 -1.0672 0.2205
H -2.4267 0.5612 0.4092
H -0.2940 -2.1807 2.9858
H 0.2650 -1.6251 1.4916
H -1.4496 -2.6694 -0.5547
H -1.1984 -3.8521 -1.5331
O -1.4608 -3.6171 -0.6722
H -0.5227 -1.3439 -3.8383
H 0.1089 -1.9238 -2.5840
O -0.1207 -2.1652 -3.5093
H 4.6292 -0.4860 -1.0405
H 4.2905 0.8390 -0.4329
O 4.9217 0.4005 -1.0485
H -0.7508 3.7966 -1.5627
H -0.3049 2.4209 -2.2591
O -0.8383 3.2046 -2.3039
H 1.3075 2.7096 0.8460
H 2.1573 3.5909 -0.0053
O 1.6159 3.6194 0.7928
H 0.3102 -4.2788 0.0059
H 1.8401 -4.3233 0.2185
O 1.1022 -4.8926 -0.0197
H 0.7766 2.3728 3.5560
H 1.2197 3.5104 2.7041
O 1.1218 3.2778 3.6701
H -1.0232 4.6531 0.8975
H 0.1891 4.3599 0.1794
O -0.6461 4.8688 0.0600
H -1.9835 0.2340 -3.2480
H -1.0162 1.0045 -4.0291
O -1.5128 0.2085 -4.1043
H 2.3249 -2.6075 -1.3269
H 2.4929 -1.1063 -1.3879
O 2.7565 -1.8909 -0.8703


Structures ranked by computed energy, the most stable listed first: model B, model A.